Record 1
Entry from the OMol25 dataset: a structure of composition CH2O4P2 in a non-equilibrium geometry (the ωB97M-V functional and the def2-TZVPD basis).

Calculated values
E_LUMO: 7.08 eV
Gap between HOMO and LUMO: 6.38 eV
F_max: 0.0896 Eh/bohr
Energy relative to the best compared isomer or geometry (same formula, charge and spin): 0.495 eV
Highest occupied orbital energy: 0.70 eV
E_tot: -1023.0342 Ha

Structure (ORCA input):
```
! RIJCOSX wB97M-V def2-TZVPD def2/J DEFGRID3
* xyz -2 1
C 2.052 0.041 -0.007
O 0.272 -1.656 -1.195
O 0.195 -1.432 1.328
O -2.996 2.135 0.216
O -1.483 0.120 -0.045
P -2.914 0.659 -0.185
P 0.517 -0.857 0.016
H 2.090 0.697 0.830
H 2.267 0.294 -0.959
*
```

Results of the Mulliken charge analysis, in e, for atoms 1 through 2: -0.866, -0.719

Record 2
Entry from the OMol25 dataset: a cluster of 2 separate species, CH2O4S in total in a non-equilibrium geometry (the ωB97M-V functional and the def2-TZVPD basis).

Calculated values
E_LUMO: -0.40 eV
Gap between HOMO and LUMO: 10.92 eV
F_max: 0.0653 Eh/bohr
Energy relative to the best compared isomer or geometry (same formula, charge and spin): 0.730 eV
Highest occupied orbital energy: -11.32 eV
E_tot: -738.4229 Ha

Structure (ORCA input):
```
! RIJCOSX wB97M-V def2-TZVPD def2/J DEFGRID3
* xyz 0 1
C -1.299 -0.641 0.147
O 2.734 -0.554 -0.910
O 1.327 1.242 -0.269
O -0.205 -1.148 0.017
O -1.537 0.852 0.193
S 1.921 0.019 0.108
H -2.269 -1.199 0.384
H -0.672 1.429 0.330
*
```

Results of the Mulliken charge analysis, in e, for atoms 1 through 2: 0.285, -0.405

Record 3
Entry from the OMol25 dataset: an isolated molecule of CH2OS in a non-equilibrium geometry (the ωB97M-V functional and the def2-TZVPD basis).

Calculated values
E_LUMO: -0.30 eV
Gap between HOMO and LUMO: 9.07 eV
F_max: 0.0335 Eh/bohr
Energy relative to the best compared isomer or geometry (same formula, charge and spin): 1.715 eV
Highest occupied orbital energy: -9.36 eV
SMILES string: C1OS1
E_tot: -512.6514 Ha

Structure (ORCA input):
```
! RIJCOSX wB97M-V def2-TZVPD def2/J DEFGRID3
* xyz 0 1
C -0.282 -0.036 -0.001
O 0.547 1.049 0.000
S 1.423 -0.565 0.000
H -0.841 -0.222 0.915
H -0.847 -0.227 -0.915
*
```

Results of the Mulliken charge analysis, in e, for atoms 1 through 2: -0.115, -0.304

Record 4
Entry from the OMol25 dataset: an isolated molecule of CH2P2S3 in a non-equilibrium geometry (the ωB97M-V functional and the def2-TZVPD basis).

Calculated values
E_LUMO (alpha / beta): -2.48 / -2.41 eV
Gap between HOMO and LUMO (alpha / beta): 5.41 / 5.55 eV
F_max: 0.0500 Eh/bohr
Energy relative to the best compared isomer or geometry (same formula, charge and spin): 2.405 eV
Highest occupied orbital energy (alpha / beta): -7.89 / -7.96 eV
E_tot: -1916.5248 Ha

Structure (ORCA input):
```
! RIJCOSX wB97M-V def2-TZVPD def2/J DEFGRID3
* xyz 0 1
C -1.008 -0.271 0.172
P -0.823 -1.975 0.398
P 0.679 1.075 0.684
S 0.832 2.864 -0.123
S 1.200 -2.002 -0.151
S 1.920 -0.199 -0.758
H -0.910 0.285 -0.787
H -1.890 0.223 0.566
*
```

Results of the Mulliken charge analysis, in e, for atoms 1 through 2: -0.939, 0.213

Record 5
Entry from the OMol25 dataset: an isolated molecule of CH2S2 in a non-equilibrium geometry (the ωB97M-V functional and the def2-TZVPD basis).

Calculated values
E_LUMO: -1.07 eV
Gap between HOMO and LUMO: 7.72 eV
F_max: 0.0659 Eh/bohr
Energy relative to the best compared isomer or geometry (same formula, charge and spin): 0.806 eV
Highest occupied orbital energy: -8.79 eV
E_tot: -835.6182 Ha

Structure (ORCA input):
```
! RIJCOSX wB97M-V def2-TZVPD def2/J DEFGRID3
* xyz 0 1
C 0.403 -0.127 -0.015
S 1.952 -0.829 -0.015
S 3.336 0.468 0.020
H -0.264 -0.953 -0.181
H 0.137 0.968 -0.015
*
```

Results of the Mulliken charge analysis, in e, for atoms 1 through 2: -0.416, 0.168

Record 6
Entry from the OMol25 dataset: a cluster of 2 separate species, CH2S3 in total in a non-equilibrium geometry (the ωB97M-V functional and the def2-TZVPD basis).

Calculated values
E_LUMO (alpha / beta): -0.59 / -1.36 eV
Gap between HOMO and LUMO (alpha / beta): 7.91 / 6.64 eV
F_max: 0.0669 Eh/bohr
Energy relative to the best compared isomer or geometry (same formula, charge and spin): 3.179 eV
Highest occupied orbital energy (alpha / beta): -8.50 / -8.00 eV
E_tot: -1233.7356 Ha

Structure (ORCA input):
```
! RIJCOSX wB97M-V def2-TZVPD def2/J DEFGRID3
* xyz 0 1
C -1.441 -0.222 -0.187
S -2.789 0.252 0.335
S 2.378 -0.465 -0.156
S 1.143 0.769 0.758
H -1.293 -0.807 -1.009
H 2.710 -1.141 0.833
*
```

Results of the Mulliken charge analysis, in e, for atoms 1 through 2: -0.145, -0.149